No. 1
{
  "formula": "C26H43N7O6PPt",
  "method": "wB97M-V/def2-TZVPD",
  "symbols": ["Pt", "O", "C", "C", "C", "C", "N", "C", "C", "C", "C", "C", "C", "O", "C", "C", "N", "H", "H", "H", "H", "H", "H", "H", "H", "H", "H", "H", "H", "C", "N", "C", "P", "O", "N", "C", "C", "N", "C", "C", "H", "H", "H", "H", "H", "H", "H", "H", "H", "H", "H", "H", "H", "H", "H", "H", "H", "H", "C", "C", "C", "N", "H", "H", "H", "H", "H", "O", "C", "C", "C", "C", "O", "N", "H", "H", "H", "H", "C", "O", "H", "H", "H", "H"],
  "positions_angstrom": [[0.26, -0.26, 0.32], [0.10, -3.73, 6.40], [1.35, -3.35, 5.89], [1.13, -2.60, 4.60], [2.21, -2.15, 3.85], [1.97, -1.47, 2.67], [0.73, -1.22, 2.24], [-0.33, -1.64, 2.96], [-0.15, -2.34, 4.13], [-1.67, -1.28, 2.43], [-2.84, -1.47, 3.15], [-4.06, -1.06, 2.63], [-5.32, -1.24, 3.41], [-6.38, -0.66, 2.70], [-4.06, -0.46, 1.37], [-2.87, -0.30, 0.71], [-1.71, -0.70, 1.22], [0.21, -4.19, 7.24], [1.99, -4.22, 5.68], [1.89, -2.69, 6.58], [3.23, -2.32, 4.17], [2.77, -1.11, 2.06], [-0.99, -2.70, 4.71], [-2.80, -1.92, 4.14], [-5.19, -0.78, 4.40], [-5.48, -2.32, 3.56], [-7.20, -0.76, 3.18], [-4.99, -0.12, 0.94], [-2.81, 0.17, -0.27], [-1.61, 2.35, -5.34], [-1.65, 1.90, -3.97], [-2.80, 2.33, -3.19], [-0.68, 0.59, -3.38], [-0.80, 0.55, -1.91], [0.73, 0.77, -4.16], [1.62, -0.39, -4.29], [1.45, 2.05, -4.06], [-1.49, -0.65, -4.12], [-1.46, -0.88, -5.57], [-2.59, -1.32, -3.42], [-2.46, 1.93, -5.89], [-0.68, 2.06, -5.82], [-1.73, 3.44, -5.35], [-3.71, 1.89, -3.61], [-2.89, 3.42, -3.29], [-2.68, 2.05, -2.15], [1.05, -1.31, -4.41], [2.26, -0.48, -3.41], [2.24, -0.25, -5.18], [0.76, 2.89, -4.07], [2.10, 2.14, -4.93], [2.05, 2.10, -3.15], [-0.56, -0.47, -6.00], [-2.34, -0.43, -6.05], [-1.50, -1.95, -5.75], [-2.46, -1.22, -2.35], [-2.58, -2.37, -3.70], [-3.55, -0.90, -3.73], [0.31, -5.62, 0.24], [0.52, -4.81, -1.04], [0.38, -3.38, -0.81], [0.25, -2.26, -0.60], [0.42, -6.68, 0.00], [-0.68, -5.46, 0.65], [1.06, -5.36, 0.99], [-0.20, -5.09, -1.82], [1.52, -4.97, -1.46], [1.50, 2.51, -0.84], [1.00, 2.68, 0.25], [0.91, 3.96, 1.02], [0.25, 3.59, 2.34], [0.00, 2.10, 2.25], [-0.48, 1.37, 3.07], [0.43, 1.61, 0.97], [0.36, 4.69, 0.44], [1.92, 4.36, 1.14], [-0.71, 4.09, 2.51], [0.86, 3.78, 3.22], [3.66, -0.53, -0.59], [2.32, -0.09, -0.90], [4.04, -0.03, 0.30], [4.32, -0.33, -1.43], [3.61, -1.60, -0.41], [2.31, 0.87, -1.03]],
  "lowdin_spin": [1.7445, 0.0004, -0.0007, -0.0041, 0.0082, 0.0113, 0.1742, 0.0135, 0.0056, 0.0134, 0.0040, -0.0016, -0.0003, 0.0002, 0.0070, 0.0114, 0.1535, 0.0000, -0.0002, -0.0002, 0.0011, 0.0018, 0.0012, 0.0010, -0.0001, -0.0001, 0.0000, 0.0009, 0.0018, 0.0509, 0.4924, 0.0493, 0.0076, 0.0589, -0.0024, 0.0016, 0.0035, 0.2496, 0.0206, 0.0209, 0.0224, 0.0000, 0.0178, 0.0209, 0.0178, 0.0002, 0.0004, 0.0002, 0.0004, 0.0013, 0.0005, 0.0001, -0.0001, 0.0086, 0.0075, -0.0001, 0.0084, 0.0076, 0.0007, 0.0019, 0.0168, 0.0508, 0.0001, 0.0000, 0.0000, 0.0006, 0.0001, 0.0956, 0.0370, 0.0033, -0.0007, 0.0146, 0.0963, 0.3656, 0.0003, 0.0004, -0.0008, -0.0005, 0.0075, 0.0902, 0.0003, 0.0033, 0.0004, 0.0013],
  "e_homo_ev": [-16.08, -16.54],
  "orbital_gap_ev": [8.57, 5.32],
  "total_charge": 3,
  "e_above_lowest_kcal_mol": 1.8,
  "spin_multiplicity": 5
}

***

No. 2
{
  "formula": "C26H44Cl2O2P2Ru",
  "method": "wB97M-V/def2-TZVPD",
  "symbols": ["Ru", "C", "C", "C", "C", "C", "C", "H", "H", "H", "C", "H", "H", "H", "C", "H", "H", "H", "C", "H", "H", "H", "C", "H", "H", "H", "C", "C", "C", "C", "C", "C", "C", "C", "H", "H", "H", "H", "H", "H", "H", "H", "H", "H", "H", "H", "P", "P", "C", "C", "H", "H", "H", "H", "C", "H", "H", "H", "C", "H", "H", "H", "C", "H", "H", "H", "C", "H", "H", "H", "Cl", "C", "Cl", "C", "O", "O", "H"],
  "positions_angstrom": [[1.16, -3.16, -0.60], [-0.83, -0.02, 0.15], [-0.65, -0.59, -1.12], [-0.69, -2.30, 0.48], [-0.79, -1.04, 1.11], [-0.57, -2.03, -0.98], [-1.03, 1.42, 0.44], [-1.15, 2.00, -0.48], [-0.18, 1.82, 1.01], [-1.92, 1.56, 1.05], [-0.97, -0.82, 2.56], [-1.50, 0.13, 2.70], [0.01, -0.75, 3.06], [-1.53, -1.63, 3.04], [-1.19, -3.57, 1.04], [-2.14, -3.89, 0.60], [-1.34, -3.49, 2.13], [-0.44, -4.35, 0.83], [-0.98, -3.01, -1.99], [-1.99, -3.44, -1.82], [-0.25, -3.88, -1.90], [-0.87, -2.58, -3.01], [-0.74, 0.13, -2.40], [-1.71, 0.64, -2.43], [-0.67, -0.53, -3.24], [0.06, 0.86, -2.47], [2.69, 1.08, -0.44], [1.94, 1.91, -1.18], [2.41, 2.59, -2.41], [3.28, 1.71, -3.34], [2.61, 0.45, -3.80], [2.24, -0.62, -3.14], [2.69, -1.03, -1.79], [3.52, -0.03, -1.01], [2.98, 3.52, -2.17], [4.28, 1.57, -2.89], [1.51, 2.88, -2.99], [4.35, 0.31, -1.65], [2.62, 1.05, 0.66], [0.98, 2.24, -0.82], [4.00, -0.55, -0.16], [1.84, -1.37, -1.17], [1.54, -1.32, -3.63], [3.34, -1.93, -1.95], [3.47, 2.33, -4.24], [2.40, 0.51, -4.86], [5.04, -2.73, -1.50], [2.03, -4.68, -1.76], [4.85, -4.34, -2.34], [3.80, -5.23, -1.67], [5.81, -4.85, -2.26], [4.62, -4.14, -3.39], [3.83, -6.22, -2.16], [4.04, -5.38, -0.59], [1.31, -6.32, -1.38], [0.22, -6.26, -1.48], [1.56, -6.56, -0.33], [1.70, -7.11, -2.03], [1.79, -4.54, -3.55], [2.24, -5.36, -4.11], [2.20, -3.59, -3.93], [0.71, -4.53, -3.78], [6.14, -2.98, -0.05], [6.08, -2.07, 0.54], [7.18, -3.12, -0.39], [5.82, -3.84, 0.55], [6.22, -1.86, -2.62], [6.05, -2.16, -3.66], [7.25, -2.09, -2.33], [6.05, -0.78, -2.51], [0.09, 1.85, 5.10], [1.68, 2.31, 4.45], [3.02, 1.70, 5.38], [1.72, 1.72, 2.99], [1.43, 2.62, 2.16], [2.01, 0.52, 2.85], [1.73, 3.41, 4.40]],
  "lowdin_spin": [2.5366, 0.0329, 0.2506, 0.1317, 0.2349, 0.1465, 0.0069, 0.0001, 0.0033, 0.0000, 0.0404, 0.0025, 0.0160, 0.0052, 0.0489, 0.0050, 0.0015, 0.0259, 0.0920, 0.0123, 0.0328, 0.0034, 0.0416, 0.0124, -0.0001, 0.0123, 0.0120, 0.0021, 0.0014, 0.0011, 0.0063, 0.0058, 0.0684, 0.0111, 0.0001, 0.0004, 0.0004, 0.0028, 0.0058, 0.0004, 0.0008, 0.0363, 0.0008, 0.0057, 0.0000, 0.0008, 0.0133, 0.0999, 0.0005, 0.0208, 0.0006, 0.0000, 0.0030, 0.0023, 0.0229, 0.0006, 0.0027, 0.0028, 0.0190, 0.0028, 0.0010, 0.0002, -0.0004, 0.0000, -0.0001, 0.0001, 0.0033, 0.0001, 0.0006, 0.0002, 0.0323, 0.0928, 0.0515, 0.0755, 0.6476, 0.0473, -0.0013],
  "e_homo_ev": [-9.98, -10.01],
  "orbital_gap_ev": [7.73, 3.60],
  "total_charge": 1,
  "e_above_lowest_kcal_mol": 43.0,
  "spin_multiplicity": 6
}

***

No. 3
{
  "formula": "C26H44Cl2O2P2Sc",
  "method": "wB97M-V/def2-TZVPD",
  "symbols": ["Sc", "C", "C", "C", "C", "C", "C", "H", "H", "H", "C", "H", "H", "H", "C", "H", "H", "H", "C", "H", "H", "H", "C", "H", "H", "H", "C", "C", "C", "C", "C", "C", "C", "C", "H", "H", "H", "H", "H", "H", "H", "H", "H", "H", "H", "H", "P", "P", "C", "C", "H", "H", "H", "H", "C", "H", "H", "H", "C", "H", "H", "H", "C", "H", "H", "H", "C", "H", "H", "H", "Cl", "C", "Cl", "C", "O", "O", "H"],
  "positions_angstrom": [[-1.04, 0.87, 2.89], [0.76, 0.52, 4.86], [1.53, 0.86, 3.70], [-0.02, 2.55, 4.06], [-0.22, 1.54, 5.06], [1.03, 2.11, 3.19], [0.99, -0.64, 5.74], [2.02, -1.01, 5.68], [0.32, -1.48, 5.49], [0.80, -0.38, 6.80], [-1.28, 1.54, 6.11], [-1.04, 0.83, 6.91], [-2.27, 1.24, 5.71], [-1.40, 2.54, 6.55], [-0.91, 3.72, 3.87], [-1.13, 4.20, 4.83], [-1.90, 3.43, 3.44], [-0.47, 4.45, 3.19], [1.53, 2.80, 1.98], [2.23, 3.60, 2.22], [0.71, 3.25, 1.39], [2.06, 2.10, 1.31], [2.68, 0.10, 3.16], [3.64, 0.58, 3.39], [2.63, 0.00, 2.07], [2.72, -0.91, 3.58], [0.17, -3.01, 0.40], [1.36, -3.11, 1.02], [2.71, -2.74, 0.52], [2.83, -2.28, -0.96], [2.55, -0.81, -1.11], [1.38, -0.24, -1.39], [0.05, -0.74, -0.88], [-0.17, -2.27, -0.87], [3.36, -3.63, 0.60], [2.22, -2.91, -1.61], [3.17, -1.98, 1.19], [0.32, -2.72, -1.74], [-0.70, -3.48, 0.89], [1.39, -3.68, 1.96], [-1.25, -2.47, -1.02], [-0.14, -0.34, 0.14], [1.35, 0.79, -1.75], [-0.75, -0.32, -1.53], [3.87, -2.47, -1.28], [3.43, -0.17, -0.98], [-0.65, -0.82, -3.96], [-0.73, 2.08, -4.72], [-0.92, -0.52, -5.80], [-1.38, 0.91, -6.05], [-1.67, -1.24, -6.15], [0.02, -0.72, -6.33], [-1.04, 1.27, -7.04], [-2.48, 0.97, -6.02], [-1.41, 3.55, -5.63], [-1.04, 4.46, -5.16], [-2.50, 3.54, -5.54], [-1.13, 3.54, -6.69], [0.97, 2.18, -5.44], [0.96, 2.19, -6.53], [1.59, 1.35, -5.09], [1.43, 3.12, -5.09], [-2.23, -1.74, -3.71], [-2.34, -2.04, -2.66], [-2.25, -2.62, -4.36], [-3.06, -1.07, -3.97], [0.59, -2.18, -4.22], [1.13, -1.98, -5.16], [0.08, -3.15, -4.27], [1.33, -2.16, -3.40], [-5.05, -1.14, 4.82], [-3.87, -1.72, 3.63], [-4.54, -2.35, 2.10], [-2.87, -0.61, 3.28], [-1.64, -1.03, 3.19], [-3.15, 0.62, 3.11], [-3.22, -2.48, 4.07]],
  "lowdin_charge": [1.3061, -0.2205, -0.2175, -0.3265, -0.2779, -0.2900, -0.0139, 0.0899, 0.0995, 0.0935, -0.0081, 0.0894, 0.0878, 0.1005, -0.0167, 0.1061, 0.0944, 0.0956, -0.0205, 0.1080, 0.0876, 0.0825, -0.0186, 0.1098, 0.0667, 0.0829, -0.0998, -0.1139, -0.1923, -0.1879, -0.1102, -0.1475, -0.2275, -0.2096, 0.1190, 0.0964, 0.0978, 0.0800, 0.1070, 0.1100, 0.0926, 0.0876, 0.1002, 0.0483, 0.1233, 0.1118, 0.8400, 0.7782, -0.4315, -0.4593, 0.0749, 0.0680, 0.0752, 0.0750, -0.3396, 0.0272, 0.0318, 0.0380, -0.3164, 0.0429, 0.0227, 0.0327, -0.2786, 0.0084, 0.0450, 0.0456, -0.2682, 0.0392, 0.0501, -0.0016, 0.6654, -0.9908, 0.6536, -0.6635, -0.0762, -0.0461, 0.0824],
  "e_homo_ev": -9.65,
  "orbital_gap_ev": 5.51,
  "total_charge": 1,
  "e_above_lowest_kcal_mol": 22.9
}

***

> Number 2 is which compound?

C26H44Cl2O2P2Ru